CH2I3P as an isolated structure at a distorted geometry, computed with ωB97M-V/def2-TZVPD.

Each line ends with the Mulliken charge.
Atoms and positions in Å:
C  0.8494  -0.1958  0.2081  -0.83
P  -1.3627  -0.3042  -0.5915  0.15
I  1.4986  -2.0163  -0.5347  0.21
I  1.7677  1.4131  -0.7624  0.20
I  0.7676  -0.0619  2.3159  0.18
H  -1.3211  1.1013  -0.9754  0.05
H  -2.1995  0.0637  0.3400  0.03

The spin multiplicity is 1. Its net charge is 0. The electronic energy is -1273.63778 a.u. As for the strongest force on any atom: 4.553 eV/A. The value obtained for the HOMO-LUMO gap is 0.286 Ha. The calculation puts the relative energy (zero: lowest compared OMol25 entry of this formula, charge and spin) at 35.5 kcal/mol.